Record 1
Density functional theory data (ωB97M-V/def2-TZVPD) for a molecular structure, C15H28F6N3O2SbW in a non-equilibrium geometry.

Last column: Löwdin charge in e.
Cartesian coordinates (Å):
W (-0.021, -0.100, 0.168)  1.811
C (-4.478, 0.086, -0.391)  0.013
C (-3.228, -0.087, 0.408)  -0.227
C (-2.397, 1.044, 0.682)  0.006
C (-1.435, 1.060, 1.704)  -0.338
C (-0.941, 2.341, 2.304)  0.017
C (-1.026, -0.207, 2.199)  -0.141
C (-1.648, -1.386, 1.720)  -0.281
C (-1.309, -2.700, 2.369)  0.000
C (-2.824, -1.296, 0.926)  0.018
H (-5.239, 0.554, 0.242)  0.127
H (-4.878, -0.864, -0.740)  0.104
H (-4.329, 0.758, -1.238)  0.106
H (-2.662, 1.996, 0.234)  0.155
H (-1.630, 2.601, 3.113)  0.130
H (-0.957, 3.160, 1.585)  0.108
H (0.055, 2.241, 2.725)  0.087
H (-0.366, -0.263, 3.060)  0.144
H (-2.008, -2.836, 3.200)  0.134
H (-0.311, -2.721, 2.805)  0.095
H (-1.447, -3.553, 1.706)  0.094
H (-3.403, -2.196, 0.747)  0.159
N (-1.041, -1.185, -1.555)  -0.047
C (-1.219, -2.692, -1.525)  -0.184
C (-0.022, -3.441, -2.082)  -0.160
C (1.322, -3.074, -1.452)  -0.164
C (1.337, -3.115, 0.076)  -0.141
N (1.328, -1.733, 0.695)  -0.063
H (-1.973, -0.785, -1.655)  0.096
H (-0.584, -0.977, -2.445)  0.114
H (-2.108, -2.941, -2.102)  0.143
H (-1.412, -2.971, -0.492)  0.080
H (0.036, -3.309, -3.165)  0.134
H (-0.221, -4.504, -1.927)  0.143
H (1.626, -2.079, -1.788)  0.078
H (2.084, -3.747, -1.841)  0.138
H (2.231, -3.610, 0.454)  0.145
H (0.480, -3.653, 0.475)  0.109
H (2.270, -1.350, 0.570)  0.070
H (1.290, -1.845, 1.714)  0.082
N (1.875, 0.457, -1.288)  -0.007
C (1.604, 1.390, -2.387)  -0.040
C (0.219, 1.963, -2.052)  -0.430
O (-0.228, 2.826, -2.850)  0.430
O (-0.383, 1.552, -1.042)  -0.073
H (2.368, 0.952, -0.537)  0.078
H (2.534, -0.248, -1.616)  0.122
H (1.561, 0.899, -3.360)  0.163
H (2.314, 2.218, -2.448)  0.171
F (1.299, 0.888, 1.212)  -0.443
Sb (3.587, 0.311, 2.748)  1.619
F (3.873, -1.425, 2.098)  -0.315
F (1.981, -0.379, 3.425)  -0.320
F (4.956, 0.268, 3.952)  -0.242
F (3.054, 2.034, 3.137)  -0.284
F (3.854, 0.814, 0.958)  -0.323

Atoms 1-3, force components in eV/Å:
0.774 0.252 -1.034
0.024 -0.009 0.000
0.042 -0.048 -0.009

Output
- <S²>: 3.781
- HOMO (spin up / spin down): -0.6850 / -0.7369 Eh
- Spin multiplicity: 4
- Kohn-Sham gap (spin up / spin down): 7.09 / 5.89 eV
- Total charge: +3


Record 2
Density functional theory data (ωB97M-V/def2-TZVPD) for 8 unconnected molecules or ions with the total composition C15H28F6NO12S2 in a non-equilibrium geometry.

Last column: Löwdin charge in e.
Cartesian coordinates (Å):
N (0.104, 0.475, 0.091)  0.298
H (0.405, 0.009, 0.935)  0.051
H (0.436, 1.427, 0.024)  0.088
H (-0.854, 0.251, -0.136)  0.079
H (0.555, -0.001, -0.677)  0.033
C (4.101, -0.103, -2.710)  -0.554
F (4.170, 1.096, -2.019)  0.064
F (3.847, 0.039, -4.064)  0.041
F (5.282, -0.666, -2.570)  0.112
S (2.766, -1.355, -1.907)  0.467
O (3.320, -1.786, -0.632)  -0.287
O (1.511, -0.705, -1.792)  -0.333
O (2.708, -2.423, -2.899)  -0.383
C (5.768, 2.479, 0.861)  -0.684
F (5.706, 3.823, 0.719)  0.084
F (6.316, 1.789, -0.143)  0.101
F (6.493, 2.146, 1.893)  0.127
S (4.027, 1.755, 1.145)  0.568
O (4.185, 0.288, 0.921)  -0.304
O (3.734, 1.874, 2.626)  -0.351
O (3.116, 2.453, 0.261)  -0.351
C (1.627, -0.691, 2.660)  -1.239
O (2.675, -0.799, 3.215)  -0.041
O (1.117, 0.389, 2.745)  -0.083
O (1.489, -1.361, 1.673)  -0.070
C (-5.238, -2.149, 3.421)  -0.102
C (-4.129, -2.973, 3.810)  -0.121
C (-2.859, -2.592, 3.489)  -0.106
C (-2.622, -1.486, 2.716)  -0.057
C (-3.660, -0.669, 2.333)  -0.104
C (-4.950, -0.990, 2.648)  -0.137
H (-6.215, -2.443, 3.774)  0.065
H (-4.252, -3.789, 4.507)  0.081
H (-2.126, -3.302, 3.843)  0.112
H (-1.609, -1.310, 2.387)  0.110
H (-3.483, 0.240, 1.777)  0.098
H (-5.793, -0.429, 2.273)  0.074
C (-0.500, 4.898, -1.938)  -0.083
C (0.818, 4.475, -1.078)  -0.243
O (0.952, 3.033, -1.010)  -0.110
H (-1.118, 4.061, -2.262)  0.040
H (-0.326, 5.453, -2.860)  0.038
H (-1.127, 5.617, -1.411)  0.039
H (0.830, 5.037, -0.144)  0.098
H (1.654, 4.955, -1.587)  0.090
H (1.733, 2.885, -0.473)  -0.008
C (-3.437, 1.113, -2.480)  -0.145
C (-1.971, 0.755, -2.507)  -0.262
O (-1.991, -0.418, -1.655)  -0.111
H (-3.725, 1.341, -1.454)  0.065
H (-4.048, 0.249, -2.743)  0.059
H (-3.812, 1.966, -3.045)  0.056
H (-1.376, 1.543, -2.046)  0.098
H (-1.691, 0.746, -3.560)  0.111
H (-2.512, -1.148, -1.998)  0.084
C (-0.956, -4.645, -0.970)  -0.097
C (-0.786, -3.504, -0.020)  -0.408
O (0.441, -3.526, 0.575)  -0.052
H (-0.453, -4.146, -1.799)  0.073
H (-1.991, -4.962, -1.099)  0.055
H (-0.301, -5.515, -0.931)  0.066
H (-1.500, -3.567, 0.802)  0.084
H (-1.000, -2.544, -0.489)  0.095
H (0.528, -2.664, 0.988)  0.019

Atoms 1-3, force components in eV/Å:
-0.665 0.055 -1.291
1.019 -0.686 1.949
-0.609 0.427 0.372

Output
- HOMO: 0.1521 Eh
- Kohn-Sham gap: 1.69 eV
- Total charge: -3


Record 3
Density functional theory data (ωB97M-V/def2-TZVPD) for a molecular structure, C15H28N7O3S2SbV.

Last column: Löwdin charge in e.
Cartesian coordinates (Å):
V (0.083, 0.174, 0.031)  0.847
N (-0.343, 3.241, 0.895)  0.077
N (0.577, 3.955, 0.113)  0.038
C (1.373, 3.329, -0.750)  -0.336
N (2.319, 3.988, -1.381)  0.270
N (1.071, 2.016, -0.994)  0.110
N (2.057, 1.155, -1.217)  -0.380
O (3.222, 1.385, -1.283)  0.191
O (1.573, -0.055, -1.271)  -0.127
H (-1.282, 3.545, 0.649)  0.116
H (-0.178, 3.474, 1.870)  0.119
H (0.612, 4.965, 0.182)  0.184
H (2.522, 4.958, -1.180)  0.160
H (2.895, 3.541, -2.079)  0.144
O (0.882, 0.159, 1.750)  -0.672
S (1.609, -0.859, 2.736)  1.111
C (2.947, 0.148, 3.440)  -0.270
C (4.224, -0.657, 3.215)  -0.195
C (4.119, -1.208, 1.795)  -0.191
C (2.736, -1.848, 1.699)  -0.287
H (2.710, 0.370, 4.478)  0.111
H (2.937, 1.064, 2.847)  0.106
H (4.306, -1.467, 3.942)  0.135
H (5.092, -0.013, 3.349)  0.140
H (4.889, -1.949, 1.585)  0.140
H (4.223, -0.406, 1.062)  0.118
H (2.713, -2.851, 2.129)  0.114
H (2.310, -1.882, 0.695)  0.068
N (-2.739, 0.654, 1.878)  0.147
C (-2.891, 0.816, 0.553)  -0.696
N (-1.915, 0.656, -0.327)  -0.083
C (-2.373, 0.842, -1.647)  -0.335
C (-1.618, 0.681, -2.803)  -0.039
C (-2.237, 0.873, -4.026)  -0.037
C (-3.587, 1.221, -4.099)  -0.032
C (-4.347, 1.372, -2.952)  -0.039
C (-3.721, 1.175, -1.731)  -0.438
S (-4.420, 1.242, -0.125)  1.192
H (-1.827, 0.566, 2.296)  0.094
H (-3.519, 0.794, 2.501)  0.127
H (-0.570, 0.400, -2.756)  0.093
H (-1.671, 0.748, -4.939)  0.124
H (-4.050, 1.365, -5.065)  0.129
H (-5.396, 1.629, -3.013)  0.131
C (-2.761, -2.560, -0.952)  -0.250
Sb (-0.821, -2.484, -0.105)  1.385
C (0.327, -3.832, -1.269)  -0.258
C (-1.050, -3.484, 1.755)  -0.265
H (-3.014, -3.603, -1.136)  0.038
H (-2.778, -2.009, -1.890)  0.016
H (-3.479, -2.131, -0.255)  0.021
H (-0.185, -4.793, -1.269)  0.035
H (1.321, -3.951, -0.844)  0.015
H (0.409, -3.461, -2.288)  0.026
H (-1.511, -4.451, 1.560)  0.036
H (-1.693, -2.908, 2.417)  0.019
H (-0.082, -3.642, 2.226)  0.005

Atoms 1-3, force components in eV/Å:
-0.424 0.314 -0.201
-0.004 0.003 0.018
-0.033 -0.019 -0.007

Output
- <S²>: 2.026
- HOMO (spin up / spin down): -0.6137 / -0.6140 Eh
- Spin multiplicity: 3
- Kohn-Sham gap (spin up / spin down): 6.60 / 6.90 eV
- ΔE to the lowest compared entry with this formula, charge and spin: 0.377 eV
- Total charge: +3


Record 4
Density functional theory data (ωB97M-V/def2-TZVPD) for 5 unconnected molecules or ions with the total composition C15H29Br2Cl3O3.

Last column: Löwdin charge in e.
Cartesian coordinates (Å):
Cl (0.109, 1.217, -1.454)  0.575
C (1.440, 0.132, -1.013)  -1.523
Cl (1.010, -0.814, 0.403)  0.579
Cl (2.931, 1.013, -0.782)  0.591
H (1.580, -0.548, -1.844)  -0.013
C (0.264, 3.692, 1.603)  -0.176
C (0.952, 5.041, 1.352)  -0.155
C (2.450, 4.679, 1.364)  -0.185
O (2.543, 3.306, 1.759)  -0.170
C (1.324, 2.957, 2.388)  -0.226
H (0.041, 3.180, 0.667)  0.069
H (-0.675, 3.793, 2.152)  0.110
H (0.699, 5.747, 2.144)  0.106
H (0.687, 5.512, 0.406)  0.105
H (3.029, 5.295, 2.054)  0.113
H (2.880, 4.715, 0.363)  0.114
H (1.354, 3.239, 3.449)  0.123
H (1.213, 1.870, 2.350)  0.105
C (-4.351, -0.084, 1.780)  -0.152
C (-3.268, 0.910, 2.268)  -0.142
C (-1.941, 0.166, 1.984)  -0.213
O (-2.298, -0.974, 1.200)  -0.205
C (-3.553, -1.377, 1.716)  -0.216
H (-4.713, 0.197, 0.791)  0.099
H (-5.209, -0.138, 2.449)  0.110
H (-3.399, 1.205, 3.307)  0.105
H (-3.320, 1.826, 1.676)  0.102
H (-1.448, -0.184, 2.899)  0.121
H (-1.231, 0.765, 1.420)  0.070
H (-3.431, -1.812, 2.719)  0.125
H (-3.980, -2.163, 1.092)  0.119
C (2.683, -4.005, -2.441)  -0.142
C (3.311, -4.087, -1.034)  -0.156
C (4.475, -3.108, -1.120)  -0.218
O (4.059, -2.094, -2.012)  -0.164
C (3.275, -2.702, -3.034)  -0.191
H (1.597, -3.954, -2.396)  0.092
H (2.955, -4.859, -3.059)  0.104
H (3.639, -5.087, -0.759)  0.107
H (2.589, -3.738, -0.295)  0.096
H (5.404, -3.599, -1.447)  0.119
H (4.716, -2.632, -0.167)  0.121
H (3.906, -2.912, -3.902)  0.115
H (2.492, -2.002, -3.324)  0.103
Br (-1.744, -2.467, -1.997)  0.607
C (-2.626, -0.725, -2.014)  -0.704
C (-4.104, -0.877, -2.234)  -0.728
Br (-4.564, -1.646, -3.946)  0.618
H (-2.157, -0.124, -2.783)  0.035
H (-2.457, -0.357, -1.005)  0.016
H (-4.581, 0.102, -2.231)  0.059
H (-4.554, -1.491, -1.460)  0.046

Atoms 1-3, force components in eV/Å:
0.013 0.128 -0.009
0.082 -0.150 -0.200
0.047 -0.086 0.092

Output
- HOMO: -0.3506 Eh
- Kohn-Sham gap: 10.02 eV
- SMILES: ClC(Cl)Cl.C1CCOC1.C1CCOC1.C1CCOC1.BrCCBr
- Total charge: 0